(1)
The following is a quantum chemistry calculation of a cluster of 2 separate species, C2H6NO3 in total, from OMol25.

The geometry in XYZ format:
```
12
Properties=species:S:1:pos:R:3:forces:R:3
C 0.503411 -1.032114 -0.603245 0.247 0.339 0.671
H -1.464230 -0.466597 0.087331 0.023 0.330 -0.342
H 1.321168 -0.002949 3.127375 0.316 -0.362 0.399
H 1.054383 1.256538 2.564524 -0.528 1.311 -1.710
O 1.364039 0.926716 3.377909 0.271 -1.009 1.155
N -1.399047 0.362969 -1.917652 0.202 -0.695 1.509
O 0.232502 -2.200736 -0.953832 0.140 0.461 -0.292
C -0.741912 0.000244 -0.603952 0.779 -0.985 -0.500
H -1.052630 1.247707 -2.239700 0.346 0.141 -0.164
H -0.274495 0.846637 -0.150384 -0.237 0.965 0.268
H -1.144316 -0.355115 -2.575092 0.064 -0.155 -0.310
O 1.601127 -0.583300 -0.113279 -1.623 -0.342 -0.683
```
Forces are in eV/Å.

## Properties
- frontier orbital gap (eV) = 8.20
- calculated total energy (eV) = -9805.17495
- energy relative to the best compared isomer or geometry (same formula, charge and spin) (eV) = 1.026
- max |F| (eV Å⁻¹) = 2.22
- E_HOMO (eV) = -4.02
- multiplicity = 1
- net charge = -1

***

(2)
The following is a quantum chemistry calculation of a cluster of 2 separate species, C2H6NO3 in total, from OMol25.

The geometry in XYZ format:
```
12
Properties=species:S:1:pos:R:3:forces:R:3
H 0.894103 1.308035 2.032900 -0.020 -0.096 0.054
H -1.972845 -1.302162 -0.446916 0.310 0.065 -0.293
H 1.802242 -0.043480 1.244963 -0.115 0.055 0.143
O -0.948031 -0.022911 -1.695231 -0.054 0.063 0.260
H -1.618797 -2.677212 -0.953455 0.089 0.102 -0.037
O 2.164531 1.822222 0.493812 -0.224 -0.185 0.025
H 0.968826 0.644557 -1.553587 0.119 -0.050 0.104
H -0.780946 0.499871 0.779236 -0.006 -0.171 -0.155
O -1.969647 -2.233940 -0.177372 -0.340 -0.187 0.228
C 0.029254 0.400108 -1.043432 -0.101 0.018 -0.472
N 0.069387 0.632011 0.247194 -0.056 0.126 0.572
C 1.361919 0.972899 1.071891 0.398 0.261 -0.429
```
Forces are in eV/Å.

## Properties
- frontier orbital gap (eV) = 7.25
- calculated total energy (eV) = -9804.53693
- energy relative to the best compared isomer or geometry (same formula, charge and spin) (eV) = 1.664
- max |F| (eV Å⁻¹) = 0.64
- E_HOMO (eV) = -3.21
- multiplicity = 1
- net charge = -1

***

(3)
The following is a quantum chemistry calculation of a cluster of 2 separate species, C2H6NO3S in total, from OMol25.

The geometry in XYZ format:
```
13
Properties=species:S:1:pos:R:3:forces:R:3
H 1.749214 0.061000 0.360402 -0.050 0.958 0.638
O 1.622974 -3.243020 -1.091216 -1.594 -3.607 0.288
C -1.465930 -0.616394 -1.262072 -2.314 -1.131 1.111
O -0.199168 0.498813 0.530361 -1.451 -0.580 -0.124
H -2.473675 0.003276 -1.438524 1.700 -0.855 0.162
S 2.159086 -1.943355 -1.141582 0.235 3.533 -1.501
H 1.381730 0.822958 1.945955 -0.807 0.125 -0.191
O 3.273648 -1.691670 -0.260149 1.053 0.175 1.002
N -0.320600 0.134902 -0.934416 2.546 0.761 0.563
H 1.416270 1.875839 0.370895 -0.366 -1.675 1.150
C 1.134454 0.847174 0.876607 0.627 0.208 -3.326
H -1.773246 -1.397215 -0.467804 0.402 0.928 -0.787
H -1.279657 -1.249962 -2.195384 0.018 1.159 1.016
```
Forces are in eV/Å.

## Properties
- frontier orbital gap (spin up / spin down) (eV) = 4.91 / 7.22
- calculated total energy (eV) = -20635.73896
- energy relative to the best compared isomer or geometry (same formula, charge and spin) (eV) = 5.306
- max |F| (eV Å⁻¹) = 3.95
- E_HOMO (spin up / spin down) (eV) = -1.42 / -3.38
- multiplicity = 1
- net charge = -1

***

(4)
The following is a quantum chemistry calculation of a structure of composition C2H6NO3S, from OMol25.

The geometry in XYZ format:
```
13
Properties=species:S:1:pos:R:3:forces:R:3
S -0.495297 -0.308689 0.163426 0.979 1.637 0.440
H 1.103028 -0.570574 1.934351 1.065 -0.398 -0.485
C 0.278200 0.076461 1.762603 -1.575 -2.415 0.962
O -0.172572 -2.292279 -1.869964 -6.218 -4.197 -0.651
H -0.171428 1.912467 -0.441391 3.810 2.495 0.202
O 0.760691 -0.501305 -0.748282 -1.787 4.491 4.679
C -0.986193 1.368925 -0.300856 -6.826 -1.430 -0.388
H 0.472073 1.075166 1.768849 1.029 2.742 -0.202
N 0.867864 -1.863824 -1.864884 3.953 1.053 -2.418
H -1.784622 1.759344 0.505636 2.038 -0.810 -1.779
O 1.954782 -1.954161 -2.200565 3.576 -2.327 -1.993
H -1.499651 1.424525 -1.361042 0.680 -0.746 2.167
H -0.326877 -0.126055 2.652118 -0.724 -0.094 -0.532
```
Forces are in eV/Å.

## Properties
- frontier orbital gap (spin up / spin down) (eV) = 7.36 / 7.25
- calculated total energy (eV) = -20621.95443
- expectation value of S² = 2.01
- max |F| (eV Å⁻¹) = 7.53
- E_HOMO (spin up / spin down) (eV) = -11.56 / -16.27
- multiplicity = 3
- net charge = +1

***

(5)
The following is a quantum chemistry calculation of a cluster of 3 separate species, C2H6NO5 in total, from OMol25.

The geometry in XYZ format:
```
14
Properties=species:S:1:pos:R:3:forces:R:3
C 0.243849 -0.400149 -0.913636 -0.241 -1.673 0.260
H -0.812602 2.762016 -0.089384 -0.693 0.355 0.355
H 0.162089 1.973449 0.530872 -0.012 -0.381 0.929
H 0.533864 -2.272587 -0.027165 1.502 0.248 0.012
N 1.161578 -1.482857 -0.236108 -1.553 0.176 -0.758
O 0.458100 -0.228095 -2.101001 0.304 0.580 0.046
O -0.527664 2.593379 0.821524 0.658 0.125 -1.141
O 3.019555 -0.217138 -0.182841 -0.198 -0.501 -0.416
H -2.415229 -0.028169 1.129391 0.184 0.292 -0.358
H 3.154093 -2.171757 0.060098 -0.591 -0.492 -0.028
C 2.474809 -1.325207 -0.146146 0.895 0.971 0.792
O -3.289948 0.383303 1.117361 -0.412 -0.221 0.381
H -3.476391 0.529023 0.188015 0.289 -0.016 -0.087
O -0.686097 -0.115207 -0.150979 -0.131 0.536 0.013
```
Forces are in eV/Å.

## Properties
- frontier orbital gap (eV) = 9.05
- calculated total energy (eV) = -13901.02203
- energy relative to the best compared isomer or geometry (same formula, charge and spin) (eV) = 1.681
- max |F| (eV Å⁻¹) = 1.74
- E_HOMO (eV) = -5.22
- multiplicity = 1
- net charge = -1

***

(6)
The following is a quantum chemistry calculation of a cluster of 2 separate species, C2H6NO7P2 in total, from OMol25.

The geometry in XYZ format:
```
18
Properties=species:S:1:pos:R:3:forces:R:3
H -2.009507 1.664554 -2.185259 0.842 -0.350 1.264
H 2.669844 2.076734 1.310399 -0.530 -0.875 -0.418
C -2.369958 -1.357558 0.959103 -0.384 1.319 -0.049
O -2.415252 -0.602417 1.964863 -0.162 0.250 -0.685
H -1.462599 -0.610646 -1.810935 0.008 1.088 0.716
N 0.009309 0.749314 -3.237487 -0.999 -0.032 0.754
O 2.638975 0.586640 3.216310 -0.298 0.120 -3.626
O -2.578120 -1.121019 -0.251398 0.046 -0.007 0.276
P -0.941248 0.720444 -1.956501 0.598 -1.045 -2.644
H 0.053375 -0.190327 -3.657229 0.252 0.558 0.566
H 3.772567 0.071059 1.135403 -1.049 0.290 -0.170
P 2.591543 0.690874 1.682723 0.049 -1.181 3.976
O 2.017382 0.619928 -0.996908 -2.953 0.416 1.887
C 1.030217 0.603592 -0.251679 1.592 -0.357 -1.167
H -1.962963 -2.413004 2.249712 0.222 -0.879 -0.047
O 1.191453 -0.072078 1.008511 0.963 3.232 -1.059
O -0.202475 1.220530 -0.481205 1.588 -1.899 -0.101
O -2.032544 -2.636620 1.301580 0.217 -0.647 0.528
```
Forces are in eV/Å.

## Properties
- frontier orbital gap (eV) = 8.01
- calculated total energy (eV) = -36572.90144
- max |F| (eV Å⁻¹) = 4.15
- E_HOMO (eV) = -4.98
- multiplicity = 1
- net charge = -1

***

(7)
The following is a quantum chemistry calculation of an isolated molecule of C2H6NOPS, from OMol25.

The geometry in XYZ format:
```
12
Properties=species:S:1:pos:R:3:forces:R:3
P -0.159754 -0.703491 -0.090214 1.331 -0.557 -1.510
N -1.602935 -0.282544 0.330808 -3.195 1.097 4.555
C -0.229335 -0.295234 -1.915653 0.361 -1.968 -1.405
O -0.731596 -0.098186 3.160775 -0.687 0.067 -0.061
H 0.312480 -1.071280 -2.593735 -0.205 1.486 1.471
H 0.203985 0.687207 -1.936646 0.368 0.430 -0.604
S -1.997579 -0.014566 2.397490 1.695 -0.623 -3.683
H 1.193075 1.418723 0.313121 -0.632 -1.298 0.224
H 2.080078 0.012021 0.414241 4.217 -2.013 -0.833
C 1.168382 0.320176 0.628550 -3.969 3.300 1.727
H 0.972794 0.317258 1.739650 0.421 -0.112 -1.149
H -1.209594 -0.290085 -2.448386 0.295 0.192 1.268
```
Forces are in eV/Å.

## Properties
- frontier orbital gap (spin up / spin down) (eV) = 6.72 / 8.22
- calculated total energy (eV) = -25829.04805
- energy relative to the best compared isomer or geometry (same formula, charge and spin) (eV) = 3.040
- max |F| (eV Å⁻¹) = 5.67
- E_HOMO (spin up / spin down) (eV) = -7.91 / -9.04
- multiplicity = 1
- net charge = 0

***

(8)
The following is a quantum chemistry calculation of a cluster of 2 separate species, C2H6NP in total, from OMol25.

The geometry in XYZ format:
```
10
Properties=species:S:1:pos:R:3:forces:R:3
C 1.534114 -0.411517 -1.007072 -0.273 1.788 -1.698
H -0.326474 -1.165883 -2.313681 0.935 0.361 0.248
H 1.808423 1.576151 -0.235188 -0.675 -1.328 0.443
P 0.964604 -0.804700 0.540440 -0.453 -0.921 2.988
H -1.451179 -1.846024 0.814332 1.221 0.202 -0.562
H -0.873500 -1.066230 -0.886396 -0.582 -0.220 2.018
H 2.477460 -0.448033 -1.508202 0.238 -0.424 -0.469
H -1.308246 -0.114230 0.668144 0.374 -0.525 -0.513
C -0.838091 -1.062870 0.298494 -0.994 1.177 -1.201
N 1.187771 0.737206 -0.271509 0.210 -0.111 -1.254
```
Forces are in eV/Å.

## Properties
- frontier orbital gap (spin up / spin down) (eV) = 8.82 / 7.45
- calculated total energy (eV) = -12944.23852
- energy relative to the best compared isomer or geometry (same formula, charge and spin) (eV) = 4.493
- max |F| (eV Å⁻¹) = 3.16
- E_HOMO (spin up / spin down) (eV) = -8.72 / -7.76
- multiplicity = 1
- net charge = 0

***

(9)
The following is a quantum chemistry calculation of a cluster of 2 separate species, C2H6NP in total, from OMol25.

The geometry in XYZ format:
```
10
Properties=species:S:1:pos:R:3:forces:R:3
H 0.156828 -0.472197 -0.349456 0.713 -1.703 1.450
H 2.224343 -1.780151 1.617969 2.341 0.429 1.867
H -1.657304 2.999922 -0.439175 0.001 -0.268 1.404
H 1.051236 -2.860193 0.900329 -0.296 0.958 -0.210
N -1.812695 0.332206 -0.542982 -0.203 -2.389 0.880
C 0.940382 -0.721238 0.444131 -0.108 2.380 -1.810
H 1.452095 0.279440 0.545960 -0.083 -1.239 0.640
H -1.889986 2.317432 -2.210490 -0.290 -0.495 -1.914
P -1.867055 1.720782 -0.991801 0.240 3.313 -0.449
C 1.402155 -1.816001 1.025516 -2.316 -0.985 -1.857
```
Forces are in eV/Å.

## Properties
- frontier orbital gap (eV) = 9.11
- calculated total energy (eV) = -12945.14117
- energy relative to the best compared isomer or geometry (same formula, charge and spin) (eV) = 3.591
- max |F| (eV Å⁻¹) = 3.35
- E_HOMO (eV) = -9.75
- multiplicity = 1
- net charge = 0

***

(10)
The following is a quantum chemistry calculation of a cluster of 2 separate species, C2H6NS in total, from OMol25.

The geometry in XYZ format:
```
10
Properties=species:S:1:pos:R:3:forces:R:3
S 2.424111 -0.458732 -0.411647 0.358 0.078 0.018
C -0.503003 1.222053 0.575243 -0.476 -1.702 -0.259
N -1.374082 0.555775 -0.074010 0.138 0.922 -0.300
H 3.570445 0.239383 -0.274779 -0.123 -0.080 -0.016
H -0.485988 2.299359 0.544120 -0.338 0.326 0.350
H 0.260152 0.653387 1.103749 0.583 0.527 -0.052
H -1.490027 -1.569229 0.419688 0.026 0.510 -0.036
C -1.047121 -0.849290 -0.293201 0.521 -0.444 0.050
H 0.057620 -0.963184 -0.302506 -0.641 -0.189 0.119
H -1.412110 -1.129521 -1.286660 -0.047 0.052 0.126
```
Forces are in eV/Å.

## Properties
- frontier orbital gap (eV) = 7.13
- calculated total energy (eV) = -14496.49157
- energy relative to the best compared isomer or geometry (same formula, charge and spin) (eV) = 0.950
- max |F| (eV Å⁻¹) = 1.79
- E_HOMO (eV) = -2.70
- multiplicity = 1
- net charge = -1